Molecular formula: C20H24B2MgO28
Method: DFT, ωB97M-V/def2-TZVPD

As for the spin multiplicity: 1.

Last column: Mulliken charge in e.
Positions of all 75 atoms, in Å:
Mg (0.4677, 0.1242, -0.4510)  4.109
O (5.9305, -5.7371, 0.6275)  -0.551
C (5.8608, -4.6254, 0.2626)  0.604
O (5.0393, -3.6977, 0.7445)  -0.487
B (5.2901, -2.4139, 0.0944)  1.160
O (6.3149, -2.6348, -0.8700)  -0.463
C (6.6953, -3.9152, -0.8056)  0.564
O (7.5772, -4.3868, -1.4292)  -0.541
O (5.5290, -1.3197, 1.0602)  -0.571
C (4.5170, -0.4815, 1.1441)  0.428
O (4.3434, 0.4316, 1.9262)  -0.603
C (3.5287, -0.8718, 0.0728)  0.542
O (4.0025, -1.9390, -0.5671)  -0.604
O (2.4622, -0.3318, -0.1756)  -0.278
O (-6.7460, -1.3027, 2.2730)  -0.565
C (-6.2098, -0.4913, 1.6159)  0.484
O (-4.8826, -0.1922, 1.6401)  -0.306
B (-4.6986, 0.8643, 0.6687)  1.210
O (-5.9150, 1.2460, 0.0535)  -0.588
C (-6.8727, 0.5022, 0.6028)  0.484
O (-7.9832, 0.4825, 0.2358)  -0.534
O (-3.9696, 1.9955, 1.2951)  -0.557
C (-2.7339, 2.0248, 0.8815)  0.358
O (-1.8757, 2.8024, 1.1992)  -0.535
C (-2.5415, 0.8820, -0.1447)  0.466
O (-3.7064, 0.3760, -0.3397)  -0.699
O (-1.5169, 0.6475, -0.7417)  -0.383
C (-0.4491, 5.0326, -0.7863)  -0.993
O (-0.1452, 3.6224, -0.8637)  -0.217
C (0.5053, 3.1114, 0.2051)  0.368
O (0.8876, 1.9542, 0.2541)  -0.155
O (0.8167, 3.9577, 1.1239)  -0.485
C (1.5392, 3.3550, 2.2797)  -0.750
H (-1.4337, 5.1505, -1.2597)  0.276
H (0.3266, 5.5121, -1.3577)  0.332
H (-0.4896, 5.3218, 0.2676)  0.369
H (0.7750, 3.1176, 3.0305)  0.271
H (2.1313, 4.1348, 2.7575)  0.295
H (2.1662, 2.4737, 2.0022)  0.292
C (-2.9826, -3.2866, 0.0617)  -0.769
O (-1.9106, -2.3283, -0.1051)  0.050
C (-0.8382, -2.6136, -0.8145)  0.258
O (-0.0157, -1.7686, -1.1060)  -0.802
O (-0.8282, -3.9423, -1.2529)  -0.410
C (0.5006, -4.2885, -1.8102)  -0.686
H (-3.6429, -2.8109, 0.7897)  0.192
H (-2.5657, -4.2424, 0.4164)  0.372
H (-3.4891, -3.5125, -0.9143)  0.291
H (1.2954, -4.1925, -1.0562)  0.285
H (0.6961, -3.6101, -2.6155)  0.274
H (0.4132, -5.2989, -2.1758)  0.308
C (2.4087, 1.5040, -4.5168)  -0.722
O (0.9591, 1.7057, -4.5260)  -0.438
C (0.3818, 1.3335, -3.4022)  0.456
O (0.9154, 0.7475, -2.4771)  -0.766
O (-0.8770, 1.6725, -3.3864)  0.005
C (-1.5100, 2.3480, -4.5049)  -0.815
H (2.8475, 2.0722, -3.7036)  0.288
H (2.7177, 1.9584, -5.4499)  0.301
H (2.6475, 0.4654, -4.3872)  0.278
H (-1.3010, 3.4161, -4.5450)  0.277
H (-2.5967, 2.2500, -4.2466)  0.255
H (-1.2942, 1.8618, -5.4531)  0.342
C (1.3547, -0.6892, 3.8738)  -0.570
O (-0.0545, -0.5332, 3.8274)  -0.355
C (-0.5388, -0.3856, 2.6093)  -0.025
O (0.1050, -0.4118, 1.5997)  -0.282
O (-1.8650, -0.2445, 2.6259)  -0.111
C (-2.5327, 0.0073, 3.8508)  -0.749
H (1.8686, -0.1981, 3.0492)  0.058
H (1.6169, -1.7341, 3.8552)  0.320
H (1.8114, -0.2214, 4.7688)  0.290
H (-2.6163, -0.8828, 4.5165)  0.313
H (-3.5774, 0.3036, 3.6267)  0.188
H (-2.0397, 0.7683, 4.4517)  0.355

Forces on atoms 1 to 2 (eV/Å):
Mg 0.0 0.2 -0.2
O 0.2 -1.7 0.3

***

Molecular formula: C20H24BN2
Method: DFT, ωB97M-V/def2-TZVPD

The total charge is +1. As for the spin multiplicity: 1.

Last column: Mulliken charge in e.
Positions of all 47 atoms, in Å:
C (4.2976, -7.2769, 5.9058)  -0.966
N (2.8722, -7.0826, 6.0710)  0.182
C (2.3081, -7.9839, 7.0567)  -0.982
C (2.2030, -5.9532, 5.6170)  0.041
C (1.5230, -5.9392, 4.3716)  -0.546
C (0.8378, -4.7992, 3.9979)  -0.339
N (0.7772, -3.6695, 4.7569)  -0.148
B (-0.0349, -2.3606, 4.3226)  0.441
H (0.0186, -1.4765, 5.2518)  -0.546
C (1.4630, -3.6826, 5.9229)  0.125
C (2.1735, -4.7677, 6.4078)  -0.333
H (4.7335, -6.5462, 5.2232)  0.324
H (4.7802, -7.2388, 6.8983)  0.317
H (4.4456, -8.3087, 5.5480)  0.317
H (1.2454, -7.7979, 7.2206)  0.324
H (2.4907, -9.0104, 6.6972)  0.322
H (2.8828, -7.8947, 7.9953)  0.324
H (1.5306, -6.8233, 3.7276)  0.485
H (0.2869, -4.7290, 3.0547)  0.455
H (0.5119, -1.9138, 3.3388)  -0.079
H (-1.1882, -2.7041, 4.1555)  -0.080
H (1.4246, -2.7564, 6.5019)  -0.080
H (2.6886, -4.6983, 7.3758)  0.419
C (-0.0310, -0.0763, 5.9661)  -0.251
C (-1.3191, -0.1793, 6.5912)  0.460
C (-2.3213, 0.7712, 6.2577)  -0.451
C (-3.6006, 0.6727, 6.8198)  -0.622
C (-3.8840, -0.3403, 7.7448)  -0.382
C (-2.9070, -1.2876, 8.0872)  -0.938
C (-1.6413, -1.2552, 7.4659)  0.108
C (1.1998, -0.1267, 6.6953)  0.863
C (2.2810, 0.6745, 6.2083)  -0.672
C (3.5675, 0.4847, 6.7127)  -0.577
C (3.8168, -0.4987, 7.6699)  -0.489
C (2.7567, -1.2506, 8.2174)  -0.424
C (1.4520, -0.9646, 7.8236)  -0.233
H (-0.0064, 0.3488, 4.9444)  0.541
H (-2.0474, 1.5778, 5.5726)  0.418
H (-4.3599, 1.3930, 6.5159)  0.398
H (-4.8928, -0.4158, 8.1630)  0.383
H (-3.1283, -2.0818, 8.8071)  0.394
H (-0.9437, -2.0974, 7.5955)  0.352
H (2.0440, 1.4307, 5.4580)  0.450
H (4.3700, 1.1151, 6.3199)  0.391
H (4.8408, -0.7029, 7.9879)  0.411
H (2.9516, -2.0439, 8.9411)  0.478
H (0.6286, -1.4587, 8.3869)  0.414

Forces on atoms 1 to 2 (eV/Å):
C -0.2 -0.4 0.3
N -0.1 -0.5 -0.4

***

Molecular formula: C20H24Br51FN3O2S
Method: DFT, ωB97M-V/def2-TZVPD

The total charge is +1. As for the spin multiplicity: 1.

Last column: Mulliken charge in e.
Positions of all 102 atoms, in Å:
O (1.8859, -1.9518, 1.2623)  -0.533
S (1.8230, -1.8664, -0.1393)  1.115
O (1.8326, -3.0219, -0.9244)  -0.448
F (2.8962, -0.9021, -0.6135)  -0.117
N (0.4632, -0.9142, -0.4884)  -0.158
C (-0.7711, -1.3910, -0.3717)  0.250
N (-1.0884, -2.7182, -0.4687)  -0.317
C (-2.5569, -2.7268, -0.7275)  0.496
C (-3.0624, -1.3138, -0.3299)  -0.378
N (-1.8011, -0.5218, -0.1782)  -0.360
H (0.6164, 0.0581, -0.7374)  0.372
H (-0.8903, -3.1379, 0.4433)  0.367
H (-2.7982, -2.9907, -1.7530)  0.238
H (-2.9417, -3.5453, -0.1209)  -0.492
H (-3.6523, -1.3440, 0.5771)  0.173
H (-3.5832, -0.9119, -1.1918)  0.313
H (-1.7151, -0.2533, 0.8089)  0.368
C (-5.6520, 1.9915, 2.1370)  -0.451
Br (-4.2048, 1.2830, 1.0663)  0.043
Br (-7.2422, 0.9604, 1.8661)  0.108
Br (-5.1591, 2.0959, 3.9867)  0.022
H (-5.8449, 2.9983, 1.7955)  0.388
C (-6.3320, -2.7098, 2.2204)  0.342
Br (-6.8247, -4.3320, 3.1070)  0.020
Br (-4.9587, -1.7574, 3.1749)  -0.025
Br (-5.8054, -3.0238, 0.3948)  -0.017
H (-7.2063, -2.0722, 2.1849)  -0.270
C (6.1456, -0.8397, -2.6359)  -0.210
Br (6.3130, -2.6033, -1.8887)  0.022
Br (7.2371, 0.4257, -1.6880)  0.116
Br (6.5065, -0.8206, -4.5218)  -0.020
H (5.1186, -0.5319, -2.5080)  0.156
C (11.2148, 2.1502, -2.4232)  0.349
Br (11.3726, 0.6764, -3.6427)  0.004
Br (11.0219, 1.5541, -0.6037)  -0.025
Br (12.6592, 3.3992, -2.6164)  -0.031
H (10.3022, 2.6761, -2.6642)  -0.323
C (16.3987, 4.2990, -1.2953)  0.111
Br (16.2885, 6.1015, -0.6280)  0.000
Br (17.2148, 4.2302, -3.0346)  0.015
Br (17.2709, 3.1273, -0.0512)  0.010
H (15.3831, 3.9477, -1.4017)  -0.114
C (-10.8848, -0.9882, 0.6903)  -0.112
Br (-10.0978, -1.2327, 2.4287)  -0.070
Br (-11.5699, 0.7863, 0.4797)  0.031
Br (-9.6440, -1.4510, -0.7046)  -0.027
H (-11.7224, -1.6676, 0.6203)  0.090
C (-15.5104, 0.0922, 1.0395)  -0.372
Br (-17.3667, -0.2629, 0.7271)  0.035
Br (-15.2360, 1.1956, 2.5845)  0.018
Br (-14.4978, -1.5458, 1.1453)  0.059
H (-15.1359, 0.6388, 0.1855)  0.364
C (7.4229, 5.1845, -3.1517)  -0.254
Br (7.3163, 6.9753, -2.4813)  0.026
Br (8.2257, 5.1106, -4.8942)  -0.022
Br (8.3287, 4.0183, -1.9152)  -0.020
H (6.4099, 4.8187, -3.2472)  0.266
C (19.1868, 8.8330, -1.1149)  -0.092
Br (19.0828, 10.6283, -0.4378)  -0.034
Br (19.9785, 8.7807, -2.8621)  -0.012
Br (20.0897, 7.6684, 0.1235)  -0.057
H (18.1752, 8.4652, -1.2113)  0.132
C (5.4465, -3.4207, 2.1171)  0.201
Br (5.6511, -4.8833, 0.8814)  -0.017
Br (5.3380, -4.0380, 3.9333)  -0.037
Br (6.8198, -2.0944, 1.8991)  0.043
H (4.5040, -2.9437, 1.8908)  -0.184
C (21.6256, 3.6343, -2.7491)  -0.342
Br (23.5366, 3.5103, -2.9161)  -0.041
Br (20.8757, 2.0529, -1.9554)  -0.015
Br (21.0907, 5.2120, -1.7902)  0.120
H (21.2226, 3.7094, -3.7487)  0.322
C (9.4194, -4.2960, 4.6118)  0.043
Br (9.6322, -5.7565, 3.3803)  0.001
Br (9.3137, -4.9127, 6.4287)  -0.010
Br (10.7952, -2.9733, 4.3910)  -0.005
H (8.4771, -3.8186, 4.3810)  -0.048
C (3.3347, 7.4697, -2.2389)  -0.367
Br (3.5980, 5.7179, -1.4724)  -0.015
Br (4.2924, 8.8082, -1.2541)  0.008
Br (3.7855, 7.4878, -4.1055)  0.012
H (2.2824, 7.6988, -2.1594)  0.345
C (-17.0309, -3.5299, 3.5896)  0.189
Br (-18.8898, -3.8780, 3.2764)  0.001
Br (-16.7620, -2.4259, 5.1406)  -0.034
Br (-16.0164, -5.1609, 3.6930)  -0.016
H (-16.6628, -2.9776, 2.7373)  -0.164
C (-4.9362, -6.7628, 0.0223)  -0.187
Br (-5.4809, -8.3597, 0.9257)  0.004
Br (-3.5574, -5.8412, 1.0041)  -0.046
Br (-4.3952, -7.1000, -1.7887)  -0.011
H (-5.7898, -6.0995, -0.0126)  0.214
C (-17.6887, -7.4686, 0.2674)  -0.346
Br (-16.9835, -8.6740, 1.5867)  -0.004
Br (-19.3125, -6.6366, 0.8624)  0.018
Br (-16.3838, -6.1564, -0.2648)  -0.001
H (-17.9257, -8.0533, -0.6092)  0.328
C (-20.4144, 2.7089, -0.7196)  -0.323
Br (-20.5349, 1.0476, -1.6776)  -0.016
Br (-20.9149, 2.4959, 1.1218)  0.004
Br (-18.6672, 3.4950, -0.8899)  -0.011
H (-21.1185, 3.3925, -1.1709)  0.332

Forces on atoms 1 to 2 (eV/Å):
O 0.0 0.3 0.5
S -0.1 -1.3 0.8

***

Number 1: HOMO level -9.7 eV, electronic energy -85272.266 eV. Number 2: HOMO level -11.1 eV, electronic energy -24777.366 eV. Number 3: HOMO level -10.7 eV, electronic energy -3615400.612 eV.